Entry from the OMol25 dataset: C26H60GaO7 as an isolated structure (the ωB97M-V functional and the def2-TZVPD basis).

Last column: Mulliken charge in e.
Element x y z (Å)
C1 -0.33678 -3.41762 3.11602  0.261
C2 -1.14053 -2.54570 2.84095  -0.904
Ga1 -2.68611 -1.26177 2.39485  -0.082
C3 -4.01651 -1.49886 3.92571  -0.787
C4 -5.33902 -0.74345 3.78707  -0.426
O1 -6.50629 -1.58110 3.58236  -0.398
C5 -6.43551 -2.48331 2.57704  0.640
C6 -6.56469 -3.90514 3.03340  -0.970
O2 -6.36378 -2.17456 1.42524  -0.528
H1 0.08091 -4.33650 3.46397  0.391
H2 -2.10148 0.22769 2.34476  -0.154
H3 -3.31656 -1.66039 0.98248  -0.266
H4 -4.18115 -2.54638 4.18053  0.342
H5 -3.51374 -1.07822 4.80005  0.417
H6 -5.56226 -0.22378 4.71889  0.217
H7 -5.30216 0.02556 3.01267  0.312
H8 -6.25863 -4.56420 2.22590  0.304
H9 -5.93973 -4.09710 3.90116  0.311
H10 -7.60136 -4.12915 3.28328  0.297
C7 -0.66669 3.02128 -0.50216  -0.989
C8 -1.81871 3.27277 0.45690  -0.333
O3 -1.49235 3.06264 1.81167  -0.281
C9 -0.46603 3.86164 2.35510  -0.300
C10 -0.76302 5.35284 2.32285  -1.070
H11 -0.28759 2.00665 -0.37478  0.182
H12 -1.00530 3.14172 -1.53253  0.414
H13 0.16217 3.71385 -0.34144  0.275
H14 -2.62138 2.56479 0.25097  0.381
H15 -2.23352 4.27895 0.30628  0.283
H16 0.49425 3.64614 1.86983  0.278
H17 -0.36659 3.54126 3.39236  0.229
H18 -0.85658 5.73072 1.30290  0.382
H19 0.03967 5.90640 2.81244  0.365
H20 -1.69911 5.56297 2.84304  0.221
C11 0.25007 5.61140 8.41333  -1.073
C12 0.06333 5.91723 6.93615  -0.341
O4 -0.26077 4.79136 6.14835  -0.396
C13 -1.46027 4.11349 6.48867  -0.339
C14 -2.70455 4.97920 6.39299  -0.988
H21 1.01932 4.85035 8.55021  0.290
H22 0.55275 6.51409 8.94611  0.393
H23 -0.66790 5.24566 8.87481  0.266
H24 1.00007 6.29263 6.52223  0.329
H25 -0.68120 6.71112 6.80074  0.315
H26 -1.37454 3.66367 7.48420  0.308
H27 -1.54207 3.29100 5.77883  0.379
H28 -2.68199 5.81445 7.09570  0.290
H29 -3.58935 4.38234 6.61455  0.396
H30 -2.80484 5.38978 5.38748  0.188
C15 4.34646 -3.58065 -0.34234  -1.385
C16 3.46478 -3.12316 -1.49277  -0.107
O5 2.08568 -3.11396 -1.19518  -0.353
C17 1.67741 -2.26619 -0.12494  -0.256
C18 1.99943 -0.80027 -0.35598  -1.051
H31 4.04876 -4.57503 -0.00656  0.316
H32 5.38949 -3.61605 -0.66200  0.429
H33 4.28202 -2.90696 0.51250  0.307
H34 3.57138 -3.81762 -2.32984  0.333
H35 3.79007 -2.14058 -1.85677  0.240
H36 2.09511 -2.61163 0.82493  0.265
H37 0.59848 -2.38833 -0.04130  0.326
H38 3.07400 -0.61828 -0.42796  0.286
H39 1.61324 -0.20640 0.47277  0.415
H40 1.54133 -0.44907 -1.28286  0.241
C19 0.36118 -3.99104 -3.54089  -1.119
C20 0.92800 -3.06864 -4.59871  0.031
O6 1.36645 -3.73182 -5.78178  -0.443
C21 0.37356 -4.45061 -6.48407  -0.339
C22 -0.78696 -3.59811 -6.96992  -1.081
H41 1.09597 -4.74511 -3.25982  0.294
H42 0.10497 -3.41771 -2.65585  0.216
H43 -0.53903 -4.50975 -3.87958  0.392
H44 1.81366 -2.57222 -4.20127  0.119
H45 0.21314 -2.27722 -4.85095  0.227
H46 0.00568 -5.28883 -5.88146  0.319
H47 0.88945 -4.88385 -7.34278  0.362
H48 -1.34362 -3.15685 -6.14309  0.278
H49 -1.48181 -4.20810 -7.54889  0.410
H50 -0.42520 -2.78545 -7.60216  0.275
C23 5.12023 -1.67226 -6.90188  -1.271
C24 4.04787 -1.29733 -5.89353  0.120
O7 4.41961 -0.24161 -5.02255  -0.401
C25 4.71669 0.99609 -5.63520  -0.353
C26 3.56321 1.59196 -6.42526  -1.041
H51 6.04479 -1.94597 -6.39112  0.327
H52 4.78477 -2.52114 -7.49816  0.390
H53 5.34775 -0.85290 -7.58621  0.306
H54 3.84947 -2.15227 -5.24880  0.118
H55 3.10357 -1.06492 -6.39679  0.232
H56 5.61043 0.91120 -6.26577  0.318
H57 4.97617 1.66404 -4.81331  0.333
H58 3.27730 0.96423 -7.27018  0.262
H59 3.84590 2.56934 -6.81877  0.399
H60 2.68717 1.71257 -5.78700  0.283

Computed properties:
total energy: -94639.766 eV
net charge: -1
HOMO-LUMO gap: 7.23 eV